DFT (wB97M-V/def2-TZVPD) results for a molecular structure, C18H24N3O4P2S2SeW in a non-equilibrium geometry.

Geometry as ORCA input:
```
! wB97M-V def2-TZVPD RIJCOSX def2/J DEFGRID3
* xyz 1 3
W 1.10347 0.80935 -0.14022
C 0.63547 2.05875 5.36078
S 2.16077 1.80605 4.39438
C 1.56947 1.79755 2.77498
S 2.73297 1.49345 1.51288
N 0.30637 2.01105 2.51268
N 0.00957 1.99415 1.19268
C -1.10653 2.61095 0.78568
C -1.15423 2.78605 -0.60852
C -2.13303 3.51795 -1.30872
C -1.96863 3.75435 -2.64872
C -0.81213 3.27085 -3.28522
C 0.10157 2.53915 -2.56572
N -0.04963 2.25055 -1.25262
H 0.82517 2.85155 6.07688
H 0.40357 1.13745 5.88718
H -0.15773 2.33475 4.67528
H -1.80853 3.04525 1.48448
H -2.97803 3.90495 -0.76302
H -2.69603 4.32935 -3.19862
H -0.64083 3.47775 -4.32862
H 1.02257 2.18405 -3.02202
C 1.07987 -1.46595 2.72558
P 0.02747 -0.82945 1.36408
C -1.60003 -0.54775 2.17068
C -0.30223 -2.35305 0.40858
C -0.57663 -3.55665 1.04918
C -0.75033 -4.71895 0.32018
C -0.67073 -4.68495 -1.06112
C -0.44673 -3.48445 -1.71232
C -0.25693 -2.31215 -0.99002
P -0.00493 -0.70625 -1.83582
C 0.89897 -1.11755 -3.37082
C -1.69473 -0.40075 -2.50282
H 0.56967 -2.25495 3.27858
H 1.33687 -0.65895 3.41258
H 1.99747 -1.85995 2.28058
H -1.93303 -1.47105 2.64188
H -2.32803 -0.24875 1.41468
H -1.52113 0.23585 2.92318
H -0.64933 -3.59975 2.12478
H -0.93943 -5.64935 0.83208
H -0.79043 -5.59305 -1.63062
H -0.40723 -3.46875 -2.79072
H 0.28087 -1.72125 -4.03602
H 1.83077 -1.63915 -3.14242
H 1.15527 -0.18845 -3.88442
H -2.05233 -1.29095 -3.01932
H -1.66263 0.42705 -3.20942
H -2.38533 -0.15575 -1.69692
O 2.18647 -0.91485 -0.23432
Se 3.40627 -0.15125 -1.15192
O 3.78727 -1.03025 -2.38052
O 2.46697 1.16165 -1.59462
O 4.58217 0.28475 -0.23852
*
```

Properties
- Max |F|: 2.76 eV Å⁻¹
- ⟨S²⟩: 2.05
- Electronic energy: -139129.1912 eV
- LUMO (alpha / beta): -4.101 / -5.292 eV

DFT (wB97M-V/def2-TZVPD) results for a molecular structure, C8H10LuO5S in a non-equilibrium geometry.

Geometry as ORCA input:
```
! wB97M-V def2-TZVPD RIJCOSX def2/J DEFGRID3
* xyz 3 1
Lu 0.85965 -0.31113 -1.99590
O -2.34715 -0.48381 -0.39184
C -1.36094 -0.45642 -1.01007
C 1.82332 0.49760 0.13423
O 2.41848 0.67030 1.12929
C -0.15269 1.71110 -1.14309
O -0.79484 2.66778 -0.96478
C 0.49003 -1.59899 -0.05232
O 0.21037 -2.24051 0.87329
C 1.02146 -1.34878 -4.41542
H 0.72623 -2.41955 -4.44326
H 0.39429 -0.69241 -5.05681
C 2.31904 -0.97247 -4.03969
H 2.75561 -0.00493 -4.36850
H 3.07300 -1.73784 -3.75893
C -0.14574 1.13390 3.80139
S -0.51563 0.25166 2.33137
C -2.33429 0.09885 2.49336
O -0.26935 1.19061 1.19379
H -0.28786 0.50453 4.69654
H -0.81999 1.97499 3.70054
H 0.89462 1.43735 3.67162
H -2.51038 0.35950 3.54561
H -2.86802 0.72416 1.78235
H -2.57920 -0.95550 2.28724
*
```

Properties
- Max |F|: 7.16 eV Å⁻¹
- Energy above the lowest of the compared OMol25 structures with the same formula, charge and spin: 93.1 kcal/mol
- Electronic energy: -63115.5413 eV
- LUMO (alpha / beta): -14.304 / -14.304 eV

DFT (wB97M-V/def2-TZVPD) results for 6 unconnected molecules or ions with the total composition CH14O6 in a non-equilibrium geometry.

Geometry as ORCA input:
```
! wB97M-V def2-TZVPD RIJCOSX def2/J DEFGRID3
* xyz 0 1
C 0.42845 1.43410 1.43643
O 0.31729 0.12992 2.05249
H 0.71884 1.33425 0.39020
H 1.16943 1.95999 2.03965
H -0.46021 2.06499 1.49316
H 1.20050 -0.21718 1.90299
O 1.38683 -0.70654 -1.10047
H 1.86624 -1.17986 -1.77273
H 0.54346 -0.41712 -1.42458
O -0.32741 0.92388 -2.42576
H -1.17022 0.76251 -1.94331
H -0.33120 1.88088 -2.53150
O -2.98103 -0.18396 -1.71880
H -2.88315 -1.13209 -1.82506
H -2.91228 -0.04534 -0.77199
O 3.25244 -0.64985 1.03377
H 2.79630 -1.09076 0.32993
H 3.35628 -1.32571 1.71008
O -2.07508 -0.45992 0.91721
H -2.53094 -1.13896 1.42286
H -1.17462 -0.43804 1.27974
*
```

Properties
- SMILES: CO.O.O.O.O.O
- Max |F|: 1.85 eV Å⁻¹
- Energy above the lowest of the compared OMol25 structures with the same formula, charge and spin: 10.9 kcal/mol
- Electronic energy: -13549.1870 eV
- LUMO: 0.556 eV

DFT (wB97M-V/def2-TZVPD) results for a gas-phase ion, C2H3N2OS (charge +1) in a non-equilibrium geometry.

Geometry as ORCA input:
```
! wB97M-V def2-TZVPD RIJCOSX def2/J DEFGRID3
* xyz 1 1
O -2.10374 -0.94898 -0.13269
N -0.92954 -0.74167 -0.00911
C -0.40282 0.53797 0.08364
C 0.90756 0.54312 0.01575
S 1.76852 -0.92562 -0.04731
N -0.02202 -1.66683 0.18328
H -1.09863 1.25432 -0.19440
H 1.38095 1.39585 -0.19029
H -0.25253 -2.71582 0.15089
*
```

Properties
- SMILES: O=[n+]1ccs[nH]1
- Max |F|: 4.28 eV Å⁻¹
- Energy above the lowest of the compared OMol25 structures with the same formula, charge and spin: 84.6 kcal/mol
- Electronic energy: -17973.7787 eV
- LUMO (alpha / beta): -6.541 / -6.541 eV

DFT (wB97M-V/def2-TZVPD) results for a molecular structure, C21H37N5O2PRhS2.

Geometry as ORCA input:
```
! wB97M-V def2-TZVPD RIJCOSX def2/J DEFGRID3
* xyz 2 5
Rh 0.04348 0.00978 -0.07478
C 2.87320 0.33804 -3.25090
C 2.05239 -0.02179 -2.06211
N 0.87992 0.47377 -1.83445
C 0.12855 1.41336 -2.66193
C -0.74623 2.27580 -1.74360
N -1.39488 1.51976 -0.62097
C -2.73498 0.95010 -0.90842
C -2.63716 -0.39828 -1.60015
N -1.78076 -1.31714 -0.83736
C -2.39406 -1.96650 0.34777
C -1.81282 -1.41157 1.65821
N -0.40110 -1.14534 1.45938
C 0.60539 -2.01240 1.85088
C 0.44985 -2.86337 3.06070
C 1.72457 -2.01505 1.00222
C 2.95762 -2.72550 1.09083
C 3.90816 -2.54653 0.12741
C 3.69506 -1.66656 -0.96957
C 2.50343 -0.99052 -1.03003
N 1.57646 -1.18770 -0.06503
H 2.35974 0.03804 -4.16665
H 3.84724 -0.13934 -3.23387
H 3.02051 1.41933 -3.29025
H -0.46455 0.83914 -3.37763
H 0.79203 2.06553 -3.23335
H -1.50679 2.79326 -2.33222
H -0.11517 3.02474 -1.26715
H -1.49819 2.18848 0.13702
H -3.32145 1.64216 -1.51813
H -3.24816 0.84716 0.04959
H -2.19860 -0.28588 -2.59199
H -3.64294 -0.80575 -1.74099
H -1.43115 -2.03724 -1.45627
H -2.18917 -3.03550 0.28328
H -3.47921 -1.84336 0.33000
H -1.98462 -2.11985 2.47078
H -2.30115 -0.47548 1.93676
H 0.02095 -2.29165 3.88485
H 1.40581 -3.26369 3.38934
H -0.21373 -3.71025 2.86185
H 3.13524 -3.40581 1.91147
H 4.84095 -3.08824 0.18905
H 4.45419 -1.54581 -1.72687
C 2.04621 3.38672 4.51927
C 1.97062 4.72513 3.82123
C 3.11756 5.65642 4.13095
O 1.86835 4.55463 2.34746
P 2.60073 3.57134 1.40614
S 2.30418 4.08593 -0.48891
S 1.81404 1.74616 1.19453
O 4.06975 3.56216 1.92910
C 5.24287 2.72827 1.60225
C 5.26031 1.53304 2.52880
C 5.30872 2.36691 0.13651
H 2.01783 3.55443 5.59587
H 2.97937 2.87215 4.28916
H 1.20609 2.74721 4.25024
H 1.02164 5.21115 4.04505
H 4.07734 5.17779 3.94435
H 3.07095 5.93710 5.18334
H 3.04908 6.56465 3.53575
H 6.06100 3.40594 1.84458
H 4.42582 0.86527 2.31434
H 5.20611 1.84634 3.56980
H 6.19169 0.98480 2.39073
H 4.48769 1.70360 -0.14447
H 6.25149 1.84664 -0.03465
H 5.28674 3.24940 -0.49950
*
```

Properties
- Max |F|: 0.31 eV Å⁻¹
- Energy above the lowest of the compared OMol25 structures with the same formula, charge and spin: 4.1 kcal/mol
- ⟨S²⟩: 6.03
- Electronic energy: -67877.6294 eV
- LUMO (alpha / beta): -6.393 / -8.149 eV

DFT (wB97M-V/def2-TZVPD) results for a molecular structure, C10H13NO2S.

Geometry as ORCA input:
```
! wB97M-V def2-TZVPD RIJCOSX def2/J DEFGRID3
* xyz 0 1
C 4.61025 -0.33921 0.31138
C 3.58871 0.73498 0.16054
C 4.17158 -1.57072 0.09427
C 2.28641 0.08112 -0.17698
C 0.90113 2.12081 -0.11302
C -4.20127 -0.40124 -0.45905
C -3.54463 0.93472 -0.49179
C -3.07291 -0.68046 0.57141
C -2.05695 -1.73942 0.19758
C 1.09543 0.68135 -0.32137
N -2.61214 0.71322 0.35591
O -0.36839 2.51507 0.06612
O 1.80402 2.92546 -0.09042
S 2.46879 -1.65673 -0.32701
H 5.62297 -0.09929 0.58104
H 3.86058 1.44476 -0.62699
H 4.71473 -2.49447 0.14125
H -5.22212 -0.42758 -0.08233
H -4.13921 -0.97796 -1.37926
H -3.73819 1.84959 -1.02670
H 3.48233 1.33486 1.06927
H -3.42257 -0.81775 1.59589
H -1.68417 -1.56848 -0.81075
H -2.51938 -2.72336 0.23565
H -1.21770 -1.71947 0.88896
H 0.21536 0.09258 -0.52713
H -1.02268 1.78761 0.16352
*
```

Properties
- Max |F|: 0.72 eV Å⁻¹
- Energy above the lowest of the compared OMol25 structures with the same formula, charge and spin: 50.3 kcal/mol
- Electronic energy: -26999.6617 eV
- LUMO: 0.709 eV

DFT (wB97M-V/def2-TZVPD) results for C5H5BrS2 in the gas phase in a non-equilibrium geometry.

Geometry as ORCA input:
```
! wB97M-V def2-TZVPD RIJCOSX def2/J DEFGRID3
* xyz 0 1
C -0.91211 -1.79537 -1.54130
C 0.33670 -1.96030 -1.02938
C -1.32260 -0.51949 -1.88355
C 0.74854 0.24148 0.47043
C 0.58660 2.24928 2.18335
S 1.54745 -0.92482 -0.55184
S 1.65188 1.57233 0.84590
Br -3.09442 -0.38557 -2.48469
H -1.27609 -2.72935 -2.00002
H 0.76902 -2.89358 -1.26767
H -0.44125 2.41382 1.79444
H 0.93105 3.31181 2.45778
H 0.47523 1.41975 3.00655
*
```

Properties
- Max |F|: 2.53 eV Å⁻¹
- Energy above the lowest of the compared OMol25 structures with the same formula, charge and spin: 126.8 kcal/mol
- Electronic energy: -96972.6249 eV
- LUMO (alpha / beta): -1.302 / -1.302 eV